1.
A structure of composition C31H51FN3SbSi4V, computed with ωB97M-V with the def2-TZVPD basis set.

Charge   0
Orbital gap (spin up / spin down)   7.189 / 7.629 eV
Relative energy (zero: lowest compared OMol25 entry of this formula, charge and spin)   0.0 kcal per mole
2S+1   4
Energy   -103903.1539 eV
E_LUMO (spin up / spin down)   0.4 / 0.3 eV

Structure (XYZ):
```
92
Properties=species:S:1:pos:R:3:mulliken_charge:R:1
V 0.122 0.807 0.682 -0.129
C 4.023 -2.264 1.132 -1.612
Sb 1.892 -2.041 0.832 0.528
C 1.955 -0.140 -0.105 1.397
C 2.756 0.940 0.485 -0.781
C 4.126 1.185 0.315 -0.573
C 4.698 2.302 0.890 -0.462
C 3.908 3.173 1.637 -1.110
C 2.566 2.881 1.768 -0.379
N 2.009 1.805 1.212 0.369
Si 2.124 -0.373 -1.944 0.263
C 0.572 -1.135 -2.658 -0.926
C 2.418 1.287 -2.774 -1.075
C 3.554 -1.501 -2.450 -1.265
C 1.264 -1.968 3.024 2.898
C 0.048 -1.134 3.321 -2.608
C -0.763 -1.438 4.430 -0.566
C -1.771 -0.598 4.845 -0.910
C -2.000 0.578 4.143 -1.134
C -1.230 0.794 3.030 -0.373
N -0.248 -0.028 2.610 1.636
Si 2.598 -1.368 4.263 0.033
C 3.295 0.305 3.824 -0.777
C 1.867 -1.096 5.980 -1.320
C 3.998 -2.591 4.530 -1.066
Si 0.909 -3.845 3.287 0.475
C 2.242 -4.940 2.538 -1.210
C -0.717 -4.285 2.469 -1.118
C 0.825 -4.438 5.082 -1.328
H 4.444 -2.198 0.128 0.422
H 4.267 -3.240 1.545 0.475
H 4.460 -1.478 1.745 0.402
H 4.716 0.492 -0.271 0.304
H 5.755 2.500 0.763 0.481
H 4.323 4.056 2.100 0.470
H 1.907 3.530 2.333 0.534
H -0.305 -0.540 -2.391 0.122
H 0.417 -2.150 -2.288 0.210
H 0.646 -1.181 -3.748 0.532
H 1.521 1.905 -2.725 0.178
H 2.666 1.135 -3.828 0.473
H 3.237 1.847 -2.317 0.363
H 3.423 -2.512 -2.052 0.313
H 4.525 -1.131 -2.108 0.320
H 3.600 -1.583 -3.539 0.398
H -0.561 -2.331 4.996 0.104
H -2.366 -0.851 5.713 0.470
H -2.771 1.280 4.424 0.482
H -1.417 1.675 2.416 0.243
H 2.489 1.041 3.807 0.149
H 3.808 0.347 2.865 0.048
H 4.002 0.606 4.602 0.553
H 1.175 -0.252 6.001 0.325
H 2.697 -0.855 6.650 0.429
H 1.353 -1.963 6.394 0.327
H 4.580 -2.816 3.640 0.355
H 3.647 -3.532 4.957 0.283
H 4.674 -2.138 5.261 0.477
H 2.339 -4.847 1.457 0.313
H 1.947 -5.972 2.749 0.473
H 3.221 -4.782 2.991 0.364
H -0.625 -4.250 1.383 0.223
H -1.528 -3.612 2.757 0.280
H -1.009 -5.300 2.751 0.530
H 1.643 -4.074 5.702 0.370
H 0.901 -5.529 5.055 0.491
H -0.113 -4.204 5.586 0.433
C -4.224 -0.657 -1.444 -1.166
Si -2.901 -0.806 -0.117 -0.314
C -3.754 -1.068 1.543 -0.794
C -1.954 -2.375 -0.473 -0.428
N -1.816 0.537 -0.142 0.458
C -2.245 1.833 -0.293 0.590
C -3.529 2.346 -0.004 -0.444
C -3.844 3.685 -0.179 -1.000
C -2.903 4.601 -0.629 -0.516
C -1.616 4.151 -0.905 -1.067
C -1.343 2.820 -0.729 0.342
F -0.050 2.378 -0.984 -0.052
H -4.750 -1.610 -1.542 0.376
H -3.762 -0.432 -2.409 0.309
H -4.969 0.114 -1.246 0.341
H -4.513 -1.850 1.452 0.497
H -4.243 -0.168 1.922 0.291
H -3.032 -1.397 2.296 0.006
H -2.548 -3.246 -0.185 0.519
H -1.012 -2.413 0.078 -0.505
H -1.720 -2.459 -1.535 0.358
H -4.284 1.666 0.366 0.339
H -4.849 4.019 0.051 0.407
H -3.158 5.643 -0.759 0.393
H -0.835 4.813 -1.256 0.463
```

2.
A structure of composition C12H22N9O5Tc in a non-equilibrium geometry, computed with ωB97M-V with the def2-TZVPD basis set.

Charge   +1
Orbital gap (spin up / spin down)   7.691 / 7.122 eV
Relative energy (zero: lowest compared OMol25 entry of this formula, charge and spin)   0.0 kcal per mole
2S+1   2
Energy   -38644.3315 eV
E_LUMO (spin up / spin down)   -2.7 / -2.9 eV

Structure (XYZ):
```
49
Properties=species:S:1:pos:R:3:mulliken_charge:R:1
Tc -0.934 -0.333 -0.344 0.572
C 1.352 -3.968 2.977 -1.079
N 1.592 -3.091 1.840 0.071
C 2.218 -3.754 0.713 -1.136
C 0.665 -2.119 1.542 0.474
N 0.224 -1.848 0.356 -0.116
N 0.259 -1.369 2.631 -0.027
C -0.616 -0.325 2.683 0.518
N -0.773 0.216 3.924 -0.459
N -1.237 0.149 1.635 -0.159
H 2.183 -4.664 3.052 0.393
H 0.426 -4.535 2.849 0.318
H 1.300 -3.419 3.914 0.317
H 3.063 -4.332 1.079 0.302
H 2.603 -3.010 0.018 0.381
H 1.539 -4.431 0.187 0.428
H 0.532 -2.505 -0.353 0.108
H 0.752 -1.563 3.492 0.261
H -0.523 -0.316 4.739 0.194
H -1.468 0.932 4.058 0.207
H -1.870 0.900 1.897 0.030
O -2.024 2.306 -5.450 -0.534
C -2.555 3.003 -4.468 0.426
O -3.172 4.020 -4.644 -0.574
C -2.372 2.491 -3.075 0.312
C -2.861 3.136 -1.955 -0.284
N -2.545 2.388 -0.881 -0.465
N -1.875 1.282 -1.232 0.488
C -1.761 1.324 -2.571 -0.360
C -0.948 0.243 -3.172 0.752
O -0.660 0.249 -4.365 -0.792
O -0.537 -0.597 -2.290 -0.662
H -1.515 1.500 -5.174 0.419
H -3.382 4.069 -1.877 0.545
H -2.811 2.561 0.077 0.111
C -2.620 -1.460 -0.374 -0.750
H -2.975 -1.939 -1.275 0.340
H -3.255 -1.680 0.474 0.302
C 2.877 1.998 1.531 -0.688
N 2.856 2.150 0.090 -0.242
C 1.869 1.573 -0.630 0.424
N 1.875 1.777 -1.967 -0.315
O 1.000 0.919 -0.049 -0.368
H 3.733 2.526 1.937 0.357
H 2.951 0.940 1.796 0.160
H 1.963 2.403 1.975 0.214
H 3.559 2.727 -0.339 0.205
H 2.635 2.244 -2.428 0.187
H 1.263 1.233 -2.554 0.193
```

3.
An isolated molecule of C26H37N5O3S, computed with ωB97M-V with the def2-TZVPD basis set.

Charge   0
Orbital gap   9.007 eV
Relative energy (zero: lowest compared OMol25 entry of this formula, charge and spin)   6.1 kcal per mole
2S+1   1
Energy   -51995.3088 eV
E_LUMO   0.2 eV

Structure (XYZ):
```
72
Properties=species:S:1:pos:R:3:mulliken_charge:R:1
C -1.033 -2.252 -5.331 -1.181
C 0.414 -1.806 -5.497 -0.192
C 0.528 -0.320 -5.835 -1.172
N -0.050 0.517 -4.794 0.036
C 0.630 0.689 -3.626 0.955
N 1.829 0.130 -3.491 -0.456
C 2.471 0.335 -2.346 -0.127
N 2.000 1.016 -1.313 -0.291
C 0.799 1.567 -1.421 -0.217
C 0.056 1.458 -2.607 -0.258
C -1.235 2.082 -2.765 1.122
O -1.764 2.757 -1.901 -0.717
N -1.827 1.848 -3.995 -0.007
C -1.286 1.095 -5.023 0.665
O -1.871 0.963 -6.072 -0.622
C -3.125 2.443 -4.263 -1.150
H -3.408 3.019 -3.385 0.371
H -3.061 3.088 -5.139 0.322
H -3.857 1.661 -4.458 0.329
S 0.137 2.466 -0.098 -0.118
C 1.356 2.068 1.211 -0.539
H 2.272 1.745 0.721 -0.046
C 0.796 0.946 2.078 0.364
O 1.316 -0.148 2.131 -0.633
N -0.310 1.313 2.752 -0.026
H -0.705 2.218 2.542 0.423
C -1.141 0.423 3.560 1.126
C -0.313 -0.187 4.695 -1.507
C -1.206 -1.086 5.547 0.466
C -1.780 -2.205 4.679 -1.344
C -2.609 -1.597 3.550 0.491
C -1.719 -0.700 2.692 -1.410
H -2.295 -0.265 1.871 0.437
H -0.898 -1.278 2.265 0.487
C -3.752 -0.771 4.140 -1.466
C -3.174 0.346 5.008 0.425
C -2.283 1.247 4.152 -1.850
H -2.872 1.693 3.346 0.607
H -1.875 2.056 4.764 0.501
C -2.348 -0.262 6.140 -1.441
H -2.983 -0.897 6.761 0.497
H -1.945 0.531 6.775 0.472
H -3.991 0.943 5.429 0.239
H -4.357 -0.344 3.337 0.485
H -4.400 -1.410 4.743 0.500
H -3.022 -2.397 2.926 0.260
H -2.404 -2.865 5.286 0.476
H -0.967 -2.801 4.260 0.487
H -0.610 -1.521 6.357 0.233
H 0.509 -0.762 4.269 0.470
H 0.112 0.613 5.305 0.445
H 1.512 2.976 1.789 0.558
C 3.849 -0.236 -2.265 -0.922
H 4.469 0.352 -2.949 0.281
C 4.477 -0.232 -0.870 1.125
C 5.961 -0.575 -0.978 -1.748
H 6.485 0.147 -1.601 0.428
H 6.091 -1.563 -1.415 0.351
H 6.422 -0.574 0.007 0.418
C 3.770 -1.220 0.052 -1.292
H 4.246 -1.232 1.029 0.368
H 2.730 -0.944 0.196 0.235
H 3.813 -2.225 -0.363 0.350
H 4.378 0.774 -0.451 0.097
H 3.816 -1.251 -2.668 0.406
H -0.016 -0.096 -6.755 0.522
H 1.578 -0.042 -5.938 0.344
H 0.975 -2.003 -4.582 0.222
H 0.881 -2.366 -6.308 0.395
H -1.490 -1.774 -4.466 0.253
H -1.083 -3.328 -5.186 0.413
H -1.616 -1.990 -6.211 0.272
```

4.
A cluster of 7 separate species, C35H70NO8 in total, computed with ωB97M-V with the def2-TZVPD basis set.

Charge   0
Orbital gap (spin up / spin down)   7.792 / 9.165 eV
2S+1   2
Energy   -55298.2101 eV
E_LUMO (spin up / spin down)   0.5 / 0.5 eV

Structure (XYZ):
```
114
Properties=species:S:1:pos:R:3:mulliken_charge:R:1
C 6.007 0.224 1.489 -0.545
O 6.119 1.529 2.011 -0.355
C 5.153 2.456 1.552 -0.124
C 4.936 3.522 2.619 -0.543
C 4.719 4.937 2.075 -1.012
C 3.706 5.050 0.933 -0.863
C 2.363 4.354 1.213 0.463
C 1.156 5.157 0.720 -1.248
C -0.121 4.337 0.496 -0.933
C -1.071 4.214 1.694 1.344
C -0.335 3.943 3.013 -2.399
C -1.272 3.487 4.123 2.150
C -0.452 3.265 5.413 -1.790
C -2.347 4.559 4.393 -1.773
N -1.916 2.198 3.751 0.706
O -2.928 1.904 4.468 -0.675
C -1.978 1.852 2.300 2.054
C -0.718 1.057 1.889 -1.825
C -3.186 0.956 2.030 -1.881
C -2.134 3.127 1.454 -2.493
H 6.833 0.020 0.804 0.231
H 6.073 -0.492 2.310 0.232
H 5.057 0.068 0.977 0.230
H 4.210 1.941 1.342 0.213
H 5.494 2.906 0.613 0.155
H 5.838 3.524 3.235 0.413
H 4.124 3.222 3.282 0.209
H 5.682 5.321 1.729 0.430
H 4.412 5.578 2.904 0.301
H 3.511 6.111 0.757 0.506
H 4.143 4.663 0.011 0.303
H 2.336 3.384 0.715 0.195
H 2.286 4.174 2.287 -0.042
H 0.948 5.995 1.389 0.311
H 1.433 5.594 -0.244 0.509
H 0.129 3.346 0.113 0.154
H -0.683 4.834 -0.300 0.440
H -1.596 5.165 1.801 0.385
H 0.183 4.839 3.360 0.923
H 0.422 3.182 2.837 -0.076
H 0.598 3.091 5.174 0.329
H -0.487 4.167 6.025 0.337
H -0.855 2.436 5.988 0.437
H -1.878 5.537 4.287 0.318
H -2.755 4.425 5.388 0.480
H -3.134 4.501 3.646 0.371
H -0.893 -0.013 1.996 0.465
H -0.515 1.223 0.834 0.235
H 0.160 1.326 2.468 0.278
H -3.244 0.148 2.753 0.447
H -4.108 1.531 2.025 0.400
H -3.045 0.516 1.041 0.430
H -3.129 3.537 1.630 0.508
H -2.116 2.804 0.411 0.672
C -4.399 6.918 -0.394 -1.177
C -4.142 7.076 1.085 0.887
O -3.916 6.123 1.792 -0.446
C -4.174 8.480 1.638 -1.235
H -4.346 5.867 -0.664 0.266
H -5.387 7.309 -0.645 0.399
H -3.656 7.478 -0.965 0.326
H -5.153 8.929 1.462 0.368
H -3.422 9.095 1.139 0.333
H -3.973 8.457 2.706 0.306
C 1.484 -2.160 -0.116 -1.040
C 0.407 -1.697 -1.071 0.857
O -0.241 -0.700 -0.841 -0.528
C 0.180 -2.547 -2.289 -0.485
H 1.550 -1.476 0.728 0.214
H 1.250 -3.164 0.242 0.284
H 2.447 -2.197 -0.630 0.336
H -0.093 -3.556 -1.973 0.060
H 1.095 -2.600 -2.884 0.070
H -0.611 -2.125 -2.900 0.289
C -2.216 -6.838 -1.893 -1.007
C -0.941 -6.648 -1.109 0.796
O -0.426 -5.559 -0.999 -0.557
C -0.355 -7.877 -0.466 -1.020
H -2.540 -5.884 -2.303 0.287
H -2.052 -7.546 -2.707 0.338
H -2.994 -7.243 -1.243 0.241
H -0.126 -8.626 -1.226 0.371
H -1.075 -8.315 0.230 0.196
H 0.555 -7.616 0.070 0.273
C -5.421 -8.808 2.310 -1.159
C -3.966 -8.523 2.030 0.878
O -3.266 -9.319 1.448 -0.539
C -3.429 -7.197 2.511 -1.082
H -5.685 -9.786 1.917 0.310
H -5.606 -8.786 3.385 0.336
H -6.047 -8.047 1.842 0.319
H -3.543 -7.118 3.593 0.392
H -3.984 -6.378 2.051 0.335
H -2.376 -7.109 2.254 0.212
C -1.225 -4.513 -7.125 -1.159
C -0.714 -3.300 -6.380 0.822
O -1.033 -3.083 -5.235 -0.509
C 0.221 -2.387 -7.130 -0.999
H -1.882 -5.090 -6.478 0.290
H -1.775 -4.201 -8.014 0.345
H -0.389 -5.136 -7.443 0.332
H -0.270 -1.997 -8.024 0.393
H 1.112 -2.935 -7.437 0.213
H 0.523 -1.563 -6.491 0.252
C 3.941 -4.019 -4.734 -0.612
C 4.107 -3.197 -5.989 0.857
O 3.373 -2.270 -6.239 -0.530
C 5.232 -3.589 -6.916 -1.227
H 3.100 -3.642 -4.156 -0.140
H 3.761 -5.064 -4.992 0.320
H 4.848 -3.969 -4.130 0.371
H 5.099 -4.618 -7.253 0.322
H 6.187 -3.523 -6.392 0.349
H 5.246 -2.925 -7.776 0.317
```

5.
A cluster of 2 separate species, C3H2NO2Se in total in a non-equilibrium geometry, computed with ωB97M-V with the def2-TZVPD basis set.

Charge   -1
Orbital gap   6.638 eV
Relative energy (zero: lowest compared OMol25 entry of this formula, charge and spin)   46.8 kcal per mole
2S+1   1
Energy   -74073.6874 eV
E_LUMO   3.6 eV

Structure (XYZ):
```
9
Properties=species:S:1:pos:R:3:mulliken_charge:R:1
C 1.891 -0.804 0.054 0.001
C 0.112 0.986 -0.023 0.493
C 0.540 -0.385 -0.222 0.396
N 2.949 -1.260 0.256 -0.416
O -0.144 1.739 0.851 -0.506
O 0.356 0.678 -1.230 -0.312
Se -2.848 -0.351 -0.199 -0.839
H -0.302 -1.192 -0.312 0.193
H -2.553 0.589 0.825 -0.010
```